DFT (the ωB97M-V functional and the def2-TZVPD basis) results for 3 unconnected molecules or ions with the total composition C11H24NO5S4 at a distorted geometry.

Structure (XYZ):
```
45
Properties=species:S:1:pos:R:3
S -0.39 1.80 0.03
N -0.19 0.05 0.09
S 1.56 -0.25 -0.26
C -0.97 -0.74 -0.93
C -2.39 -0.06 -1.12
C -3.32 -0.22 0.13
O -3.46 -0.96 -1.19
H 0.59 2.22 -0.83
H -0.37 -0.31 1.04
H 1.84 -1.52 0.17
H -1.22 -1.73 -0.54
H -0.50 -0.75 -1.92
H -2.45 0.88 -1.67
H -3.21 -1.12 0.74
H -4.21 0.40 0.19
C 2.92 0.16 -5.48
C 3.99 0.97 -4.73
C 3.38 2.34 -4.39
S 1.61 2.07 -4.25
O 0.95 2.79 -5.30
O 1.21 2.22 -2.86
C 1.64 0.34 -4.67
H 3.20 -0.89 -5.57
H 2.79 0.56 -6.48
H 4.27 0.46 -3.81
H 4.90 1.09 -5.32
H 3.76 2.73 -3.45
H 3.54 3.06 -5.19
H 0.74 0.08 -5.23
H 1.68 -0.23 -3.74
C -1.58 -1.21 6.39
C -2.67 -0.67 5.45
C -1.96 -0.14 4.19
S -0.45 -1.09 4.03
O 0.67 -0.20 4.21
O -0.55 -1.96 2.87
C -0.66 -2.06 5.52
H -2.01 -1.79 7.20
H -1.03 -0.38 6.82
H -3.34 -1.49 5.17
H -3.26 0.10 5.92
H -2.57 -0.28 3.30
H -1.69 0.91 4.30
H 0.31 -2.24 5.97
H -1.13 -3.00 5.24
```

As for the LUMO energy: -3.82 eV. Its highest occupied orbital energy is -13.130 eV. The net charge is +1.


DFT (the ωB97M-V functional and the def2-TZVPD basis) results for C11H24NP in the gas phase at a distorted geometry.

Structure (XYZ):
```
37
Properties=species:S:1:pos:R:3
C 0.87 -0.74 1.66
C 0.35 -1.46 0.39
C 1.26 0.67 1.30
C -0.92 -1.02 -0.14
C 2.21 0.89 0.15
C 2.36 2.39 -0.22
C 3.36 -0.05 -0.12
C -2.29 -2.19 1.40
C -1.97 -0.07 -2.61
C -1.62 1.85 -0.75
C -2.05 -0.88 0.87
N 0.54 0.51 -2.13
P -0.75 0.38 -1.39
H 0.02 -0.79 2.44
H 1.70 -1.23 2.22
H 1.04 -1.30 -0.41
H 0.36 -2.58 0.57
H 0.43 1.31 1.12
H 1.94 1.14 2.10
H -1.38 -1.82 -0.69
H 3.20 2.74 0.34
H 1.59 3.15 -0.03
H 2.59 2.62 -1.33
H 3.53 -0.24 -1.22
H 3.09 -0.97 0.49
H 4.33 0.30 0.13
H -2.50 -2.88 0.54
H -3.01 -2.38 2.30
H -1.36 -2.68 1.75
H -1.72 0.37 -3.54
H -1.97 -1.16 -2.49
H -3.01 0.21 -2.30
H -1.43 2.34 0.30
H -1.26 2.51 -1.52
H -2.59 1.71 -0.99
H -1.96 -0.02 1.58
H -2.98 -0.65 0.23
```

As for the LUMO energy (spin up / spin down): 0.68 / -0.35 eV. Its highest occupied orbital energy (spin up / spin down) is -8.499 / -6.985 eV. The calculation puts the energy above the lowest of the compared OMol25 structures with the same formula, charge and spin at 75.9 kcal/mol.


DFT (the ωB97M-V functional and the def2-TZVPD basis) results for 6 unconnected molecules or ions with the total composition C11H25BFN5O15 at a distorted geometry.

Structure (XYZ):
```
58
Properties=species:S:1:pos:R:3
C -1.56 4.94 -3.87
C -0.04 4.71 -3.79
O 0.35 4.29 -2.48
B 0.60 2.99 -2.20
O 0.80 1.98 -3.12
C 0.80 2.61 -0.66
C 2.31 2.69 -0.34
C 2.58 2.88 1.12
O 3.13 2.14 1.89
F 2.11 4.08 1.56
O 0.43 1.24 -0.39
C -0.86 0.94 -0.38
O -1.26 -0.19 -0.17
H -2.03 4.79 -2.90
H -2.03 4.29 -4.61
H -1.77 5.96 -4.17
H 0.48 5.64 -4.01
H 0.28 3.99 -4.55
H 0.01 1.69 -3.57
H 0.28 3.29 0.01
H 2.74 3.55 -0.87
H 2.83 1.79 -0.68
H -1.55 1.76 -0.62
C -0.80 -2.84 1.57
N -1.25 -3.73 2.67
O -2.45 -3.79 2.89
O -0.41 -4.35 3.27
H -1.66 -2.35 1.14
H -0.12 -2.12 2.01
H -0.28 -3.45 0.83
C 3.99 4.10 4.55
N 4.31 4.01 6.00
O 4.57 2.92 6.45
O 4.30 5.05 6.62
H 4.03 3.11 4.11
H 2.99 4.52 4.46
H 4.72 4.77 4.10
C -0.94 -3.54 -2.79
N 0.09 -4.27 -2.01
O 1.21 -4.34 -2.46
O -0.26 -4.75 -0.95
H -0.49 -3.16 -3.69
H -1.74 -4.24 -3.00
H -1.30 -2.73 -2.16
C -5.12 -5.67 3.06
N -6.09 -6.22 2.08
O -6.40 -5.53 1.14
O -6.50 -7.34 2.28
H -4.84 -4.68 2.75
H -5.61 -5.67 4.03
H -4.26 -6.33 3.08
C 1.75 -1.68 -1.33
N 1.59 -0.94 -2.61
O 2.51 -0.26 -3.00
O 0.52 -1.05 -3.17
H 2.74 -1.48 -0.94
H 0.97 -1.31 -0.66
H 1.60 -2.73 -1.55
```

As for the LUMO energy: -0.31 eV. Its highest occupied orbital energy is -10.884 eV.


DFT (the ωB97M-V functional and the def2-TZVPD basis) results for 3 unconnected molecules or ions with the total composition C11H25BN2O8PS at a distorted geometry.

Structure (XYZ):
```
49
Properties=species:S:1:pos:R:3
C 4.03 3.30 2.37
S 4.00 2.87 0.51
O 3.46 4.06 -0.33
O 5.52 2.73 0.12
B 3.18 1.22 0.18
C 1.86 1.27 -0.79
C 0.70 2.35 -0.36
C -0.66 1.65 0.26
C -0.68 1.54 1.90
N -0.15 2.75 2.63
P 2.90 0.27 1.85
N 2.46 -1.29 1.57
H 3.08 2.94 2.94
H 5.05 2.91 2.86
H 4.07 4.48 2.42
H 3.99 0.56 -0.41
H 1.39 0.20 -0.84
H 2.21 1.51 -1.91
H 1.09 3.21 0.34
H 0.35 2.89 -1.36
H -0.85 0.61 -0.28
H -1.59 2.32 -0.04
H -0.14 0.53 2.18
H -1.81 1.39 2.27
H -0.50 3.60 2.12
H -0.40 2.77 3.64
H 1.94 0.97 2.67
H 4.15 0.22 2.56
H 2.39 -1.41 0.53
C -0.90 -4.11 0.44
C -0.22 -2.80 0.70
O -1.21 -1.85 0.38
C -2.42 -2.47 0.51
O -3.49 -1.89 0.48
O -2.26 -3.81 0.69
H -0.55 -4.90 1.11
H -0.79 -4.44 -0.60
H 0.07 -2.68 1.75
H 0.67 -2.67 0.07
C -4.06 -2.27 -2.56
C -4.88 -1.73 -3.69
O -3.93 -1.47 -4.69
C -2.85 -2.27 -4.44
O -1.91 -2.42 -5.20
O -2.97 -2.88 -3.22
H -4.61 -3.01 -1.96
H -3.68 -1.49 -1.90
H -5.61 -2.46 -4.07
H -5.42 -0.82 -3.41
```

As for the LUMO energy: 2.32 eV. Its highest occupied orbital energy is -5.018 eV. The net charge is -1.


DFT (the ωB97M-V functional and the def2-TZVPD basis) results for a molecular structure, C11H25BrInLi at a distorted geometry.

Structure (XYZ):
```
39
Properties=species:S:1:pos:R:3
C -0.24 0.50 -3.81
C -1.31 -0.29 -3.06
C -0.74 -1.08 -1.89
C -1.80 -1.63 -0.92
C -1.31 -1.63 0.52
C -1.18 -0.21 1.05
C -1.02 -0.11 2.57
C -0.40 1.22 2.98
C 1.13 1.39 2.78
C 1.89 0.25 2.11
C 1.60 0.16 0.59
In 3.30 0.48 -0.78
Br 2.26 2.10 -2.59
H -0.68 1.09 -4.61
H 0.29 1.17 -3.14
H 0.50 -0.18 -4.24
H -1.84 -0.97 -3.73
H -2.06 0.44 -2.68
H -0.03 -0.44 -1.36
H -0.16 -1.92 -2.26
H -2.69 -1.00 -0.97
H -2.10 -2.62 -1.23
H -1.99 -2.21 1.15
H -0.33 -2.10 0.58
H -0.35 0.28 0.56
H -2.12 0.31 0.79
H -0.44 -0.98 2.89
H -1.99 -0.21 3.04
H -0.90 2.00 2.41
H -0.66 1.41 4.02
H 1.28 2.27 2.15
H 1.60 1.63 3.74
H 2.95 0.43 2.29
H 1.68 -0.71 2.59
H 1.21 -0.83 0.36
H 0.87 0.93 0.34
H 4.70 1.21 -0.01
H 3.69 -1.02 -1.63
Li -2.60 0.86 -0.61
```

As for the LUMO energy: -1.91 eV. Its highest occupied orbital energy is -7.543 eV.


DFT (the ωB97M-V functional and the def2-TZVPD basis) results for a molecular structure, C11H25BrNO2P2Pb at a distorted geometry.

Structure (XYZ):
```
43
Properties=species:S:1:pos:R:3
C 0.92 -1.15 -2.72
C 0.97 -0.93 -1.34
N -0.18 -0.96 -0.63
C -1.36 -1.18 -1.22
C -1.46 -1.44 -2.61
C -0.29 -1.47 -3.37
C 2.29 -0.85 -0.64
P 2.26 -0.64 1.18
Pb -0.15 -1.15 2.56
P -2.50 -0.50 1.29
C -2.68 -1.18 -0.41
O 2.18 3.39 -2.59
O -1.39 2.88 -1.35
H 1.85 -1.18 -3.29
H -2.45 -1.64 -3.04
H -0.35 -1.64 -4.46
C 3.63 -1.89 1.40
C 3.16 0.95 1.48
H -3.45 -0.60 -0.98
H -3.03 -2.23 -0.34
H 2.97 -0.04 -1.02
H 2.91 -1.74 -0.84
C -4.05 -0.93 2.13
C -2.84 1.26 0.94
H -1.01 2.78 -0.42
H -1.58 3.86 -1.49
H 2.07 2.94 -1.77
H 2.63 2.74 -3.21
H 0.16 -2.92 2.92
H 0.90 4.84 2.07
H 4.49 -1.55 0.81
H 3.93 -2.05 2.44
H 3.27 -2.84 0.99
H 4.25 0.83 1.40
H 2.80 1.69 0.75
H 2.92 1.33 2.49
H -3.91 1.42 0.69
H -2.64 1.85 1.86
H -2.18 1.55 0.11
H -4.88 -0.48 1.58
H -4.16 -2.01 2.22
H -3.99 -0.47 3.12
Br -0.01 1.37 3.30
```

As for the LUMO energy (spin up / spin down): -4.36 / -3.39 eV. Its highest occupied orbital energy (spin up / spin down) is -12.275 / -10.049 eV. The net charge is +1.